No. 1
{"formula": "C3H7ClOSi", "method": "ωB97M-V/def2-TZVPD", "de_lowest_kj_mol": 495.9, "smiles": "O=C1C[C@@H]1[SiH3].Cl", "orbital_gap_ev": 9.585, "total_charge": 0, "e_lumo_ev": 0.679, "symbols": ["O", "Si", "C", "C", "H", "H", "H", "H", "H", "Cl", "H", "C", "H"], "coordinates": [[2.11, 1.68, 0.18], [-0.18, -1.40, -0.08], [-0.32, 1.41, 1.04], [-0.10, 0.51, -0.17], [-1.01, 2.32, 0.97], [4.20, 0.08, 0.06], [-1.38, -1.67, -0.96], [-0.49, -1.64, 1.30], [-0.38, 0.77, -1.12], [4.58, -1.23, 0.00], [1.26, -1.69, -0.13], [1.01, 1.28, 0.23], [-0.36, 0.93, 1.98]]}


No. 2
{"formula": "C6H8O4", "method": "ωB97M-V/def2-TZVPD", "de_lowest_kj_mol": 88.3, "smiles": "O=C1C[C@H](O)C(=O)C[C@H]1O", "orbital_gap_ev": 10.200, "total_charge": 0, "e_lumo_ev": 0.266, "symbols": ["H", "C", "H", "C", "H", "C", "H", "H", "H", "H", "O", "H", "O", "O", "C", "C", "O", "C"], "coordinates": [[0.46, -0.40, 2.87], [0.37, 1.23, -0.82], [0.05, -2.12, -1.07], [0.60, -1.21, -0.83], [0.50, 1.86, 1.20], [-0.47, -0.08, 1.22], [-1.91, 0.03, -0.96], [-1.48, -0.45, 0.96], [0.36, 0.02, -2.61], [1.63, -1.35, -1.15], [1.15, 2.03, -1.25], [-1.13, 1.90, 0.55], [1.37, -1.55, 1.42], [-1.43, -0.16, -1.78], [0.59, -1.03, 0.66], [-0.21, 1.31, 0.57], [-0.40, 0.00, 2.61], [-0.05, -0.03, -1.59]]}


No. 3
{"formula": "C13H12Si", "method": "ωB97M-V/def2-TZVPD", "de_lowest_kj_mol": 485.3, "smiles": "C#C[Si]1(C#C)CC[C@@]12C=CC=CC2=C", "orbital_gap_ev": 8.131, "total_charge": 0, "e_lumo_ev": 0.363, "symbols": ["H", "H", "H", "C", "C", "H", "H", "C", "H", "H", "C", "H", "C", "C", "C", "C", "C", "C", "C", "C", "H", "H", "H", "H", "Si", "C"], "coordinates": [[-1.57, -1.84, -2.70], [-0.49, 2.32, 0.70], [1.59, 3.02, 0.02], [-0.89, -0.13, -1.71], [-1.34, -1.36, -1.79], [-2.93, -0.16, 2.09], [4.98, -1.39, -1.13], [-1.52, -2.18, -0.58], [1.73, -1.33, 3.73], [-2.81, 1.46, 1.17], [1.45, -0.74, 2.92], [-1.09, 2.58, -0.97], [-0.39, 1.99, -0.30], [-1.44, -0.03, 0.65], [3.00, -0.52, -0.84], [-1.35, -1.58, 0.63], [1.51, -0.18, 1.84], [4.19, -0.80, -0.80], [-0.61, 0.47, -0.46], [1.13, 2.13, -0.45], [-0.79, 0.41, -2.64], [-1.23, -2.14, 1.50], [-1.57, -3.23, -0.72], [1.40, 2.40, -1.50], [1.47, 0.29, -0.03], [-2.44, 0.51, 1.36]]}


No. 4
{"formula": "C2H6O3", "method": "ωB97M-V/def2-TZVPD", "de_lowest_kj_mol": 11.5, "smiles": "CC(=O)O.O", "orbital_gap_ev": 11.165, "total_charge": 0, "e_lumo_ev": 0.663, "symbols": ["H", "H", "C", "H", "O", "H", "O", "H", "C", "H", "O"], "coordinates": [[-1.82, -0.64, 0.72], [-2.62, 0.58, 1.22], [0.36, -0.17, -0.09], [1.91, 0.15, -1.51], [-0.08, -1.10, 0.59], [-1.37, 0.69, -0.23], [-0.35, 0.82, -0.54], [2.30, 0.71, 0.08], [1.81, -0.09, -0.46], [2.31, -1.03, -0.22], [-2.45, 0.08, 0.43]]}